ORCA calculation (ωB97M-V/def2-TZVPD) on 6 unconnected molecules or ions with the total composition C16H20N6O2 in a non-equilibrium geometry.

The calculation puts the LUMO energy at -0.0224 Ha. The value obtained for the total energy is -29947.9727 eV. As for the structure (SMILES): O=[N+]([O-])c1ccccc1.CC#N.CC#N.CC#N.CC#N.CC#N. The energy above the lowest of the compared OMol25 structures with the same formula, charge and spin is 89.1 kcal per mole. The HOMO energy comes out at -10.13 eV.

Atoms and positions in Å:
C (2.3425, -0.0880, 3.6939)
C (0.9557, 0.3214, 3.5977)
N (-0.1278, 0.6686, 3.5218)
H (2.5023, -1.0653, 3.2424)
H (2.6815, -0.1100, 4.7287)
H (2.9996, 0.6187, 3.1775)
C (-1.5664, -4.2602, -3.5276)
C (-1.7450, -3.6786, -2.2059)
N (-1.8664, -3.2180, -1.1563)
H (-2.3717, -4.9549, -3.7503)
H (-0.6283, -4.8139, -3.5787)
H (-1.4950, -3.4542, -4.2558)
C (1.7032, -2.3478, -0.0622)
C (1.6817, -2.6186, -1.4929)
N (1.6341, -2.8318, -2.6101)
H (0.6963, -2.4439, 0.3362)
H (2.1081, -1.3506, 0.1031)
H (2.3637, -3.0693, 0.4189)
C (-3.5850, 4.0122, 1.0541)
C (-2.9105, 3.8817, -0.2421)
N (-2.3652, 3.7592, -1.2400)
H (-2.8580, 3.8280, 1.8426)
H (-4.3464, 3.2362, 1.1211)
H (-4.0205, 5.0034, 1.1324)
C (-1.9435, -0.7785, 0.9519)
C (-3.1218, 0.0615, 0.8941)
N (-4.0421, 0.7466, 0.8795)
H (-2.1966, -1.7376, 1.4057)
H (-1.1911, -0.3055, 1.5837)
H (-1.4910, -1.0058, -0.0044)
C (-0.1985, 1.0054, -1.1404)
C (0.1012, 1.6609, 0.0425)
C (1.4134, 1.8435, 0.4264)
C (2.3823, 1.4151, -0.4711)
C (2.1002, 0.8607, -1.7072)
C (0.7761, 0.7014, -2.0863)
N (3.7920, 1.5021, -0.0624)
O (4.0292, 2.0356, 1.0090)
O (4.6416, 1.1467, -0.8564)
H (-1.2420, 0.8936, -1.4153)
H (-0.7226, 1.9731, 0.6723)
H (1.7176, 2.1732, 1.4074)
H (2.9065, 0.5558, -2.3585)
H (0.5064, 0.2278, -3.0188)

Cartesian forces (eV/Å) of the 6 atoms listed first:
C 0.73 0.09 -0.06
C 0.81 -0.17 0.10
N -0.91 0.26 -0.10
H -0.13 -0.06 0.06
H -0.20 -0.10 0.05
H -0.23 0.03 -0.08